1.
Below is C11H19BCl3HfNO as an isolated structure at a distorted geometry, with properties calculated with ωB97M-V with the def2-TZVPD basis set.

Structure (ORCA input):
```
! RIJCOSX wB97M-V def2-TZVPD def2/J DEFGRID3
* xyz -2 1
C -0.539 0.794 -1.612
C -1.381 -0.347 -1.427
C -0.544 -1.484 -1.221
C -2.879 -0.365 -1.545
C 0.817 -1.044 -1.264
C 0.819 0.359 -1.509
C 2.035 1.235 -1.685
C -1.041 2.169 -1.950
C -1.049 -2.895 -1.108
C 2.027 -1.940 -1.169
Hf -0.188 0.036 0.828
Cl -2.399 0.153 1.501
Cl 0.183 2.380 1.036
Cl 0.161 -2.335 1.693
H -3.303 0.596 -1.225
H -3.306 -1.161 -0.920
H -3.164 -0.547 -2.594
H -1.916 -2.951 -0.434
H -0.263 -3.548 -0.716
H -1.355 -3.243 -2.108
H 1.854 -2.759 -0.457
H 2.902 -1.365 -0.842
H 2.228 -2.365 -2.164
H 2.885 0.837 -1.113
H 1.843 2.262 -1.342
H 2.298 1.250 -2.753
H -1.918 2.432 -1.338
H -1.336 2.176 -3.012
H -0.257 2.913 -1.779
O 2.813 4.277 0.971
H 3.764 4.287 1.164
B -0.009 -0.007 5.501
C 0.030 0.042 4.035
N 0.191 0.157 2.907
H -0.992 0.572 5.884
H 0.990 0.572 5.889
H -0.001 -1.145 5.880
*
```

Calculated values
- maximum force (Eh/bohr) = 0.0496
- ΔE to the lowest compared entry with this formula, charge and spin (kcal per mole) = 34.9
- DFT total energy (eV) = -54809.0213

=====

2.
Below is one molecule with the formula CH5NOP2 at a distorted geometry, with properties calculated with ωB97M-V with the def2-TZVPD basis set.

Structure (ORCA input):
```
! RIJCOSX wB97M-V def2-TZVPD def2/J DEFGRID3
* xyz 0 3
C 2.134 0.651 0.089
N 2.737 -0.311 -0.416
O 1.078 1.035 -0.586
P -1.610 -0.211 -0.625
P -0.438 1.403 0.146
H 2.333 1.183 1.056
H 3.441 -0.727 0.076
H -0.699 -0.185 -1.608
H -2.651 0.425 -1.208
H -0.021 0.823 1.393
*
```

Calculated values
- maximum force (Eh/bohr) = 0.0613
- ΔE to the lowest compared entry with this formula, charge and spin (kcal per mole) = 30.5
- expectation value of S² = 2.008
- DFT total energy (eV) = -23227.6323

=====

3.
Below is C33H40N3O4Os as an isolated structure at a distorted geometry, with properties calculated with ωB97M-V with the def2-TZVPD basis set.

Structure (ORCA input):
```
! RIJCOSX wB97M-V def2-TZVPD def2/J DEFGRID3
* xyz 1 5
Os -0.146 1.058 -0.507
C -0.758 -2.256 -3.253
C -1.317 -1.824 -1.898
C -1.541 -3.026 -0.976
C -2.595 -1.010 -2.007
C -3.550 -1.370 -2.943
C -4.764 -0.706 -3.020
C -5.031 0.348 -2.166
C -4.108 0.750 -1.210
C -4.401 1.938 -0.320
C -5.591 1.649 0.604
C -4.651 3.196 -1.158
C -2.902 0.043 -1.105
N -1.970 0.340 -0.079
C -2.215 -0.003 1.227
O -3.245 -0.443 1.680
C -0.991 0.224 2.082
C -0.935 0.171 3.458
C 0.272 0.464 4.088
C 1.383 0.837 3.338
C 1.259 0.863 1.965
N 0.110 0.513 1.381
C 2.339 1.297 1.009
O 3.410 1.691 1.396
N 1.934 1.223 -0.316
C 2.877 1.036 -1.312
C 3.877 0.008 -1.195
C 4.870 -0.041 -2.153
C 4.885 0.839 -3.225
C 3.852 1.756 -3.400
C 2.824 1.850 -2.491
C 1.640 2.743 -2.775
C 0.580 1.899 -3.511
C 1.976 3.983 -3.603
C 3.852 -1.084 -0.143
C 5.109 -1.050 0.739
C 3.715 -2.458 -0.815
H 0.241 -2.676 -3.124
H -0.696 -1.409 -3.938
H -1.381 -3.026 -3.707
H -0.530 -1.203 -1.430
H -2.307 -3.674 -1.402
H -1.882 -2.710 0.012
H -0.621 -3.604 -0.864
H -3.353 -2.191 -3.620
H -5.495 -1.010 -3.757
H -5.976 0.869 -2.248
H -3.521 2.116 0.305
H -6.498 1.469 0.026
H -5.769 2.502 1.261
H -5.391 0.772 1.218
H -5.474 3.048 -1.856
H -3.762 3.467 -1.730
H -4.917 4.033 -0.509
H -1.828 -0.081 4.013
H 0.337 0.431 5.167
H 2.326 1.118 3.785
H 5.652 -0.783 -2.070
H 5.677 0.779 -3.961
H 3.853 2.399 -4.269
H 1.233 3.085 -1.824
H 1.016 1.454 -4.408
H -0.275 2.509 -3.791
H 0.209 1.057 -2.894
H 2.205 3.728 -4.638
H 2.822 4.518 -3.171
H 1.116 4.652 -3.607
H 2.968 -0.956 0.486
H 6.006 -1.174 0.131
H 5.077 -1.860 1.469
H 5.185 -0.104 1.266
H 4.617 -2.718 -1.368
H 2.871 -2.474 -1.506
H 3.557 -3.225 -0.057
C -1.942 4.845 -0.326
C -1.218 3.534 -0.312
O -1.159 2.835 -1.382
O -0.687 3.092 0.735
H -2.935 4.686 0.097
H -2.046 5.212 -1.343
H -1.417 5.563 0.300
*
```

Calculated values
- maximum force (Eh/bohr) = 0.0370
- ΔE to the lowest compared entry with this formula, charge and spin (kcal per mole) = 26.9
- expectation value of S² = 6.037
- DFT total energy (eV) = -49991.8018

=====

4.
Below is a 6-piece molecular cluster, C12H36O6S6 overall at a distorted geometry, with properties calculated with ωB97M-V with the def2-TZVPD basis set.

Structure (ORCA input):
```
! RIJCOSX wB97M-V def2-TZVPD def2/J DEFGRID3
* xyz 0 1
C -11.416 -2.692 25.048
S -10.634 -4.283 25.342
O -11.586 -5.035 26.197
C -9.314 -3.660 26.418
H -11.547 -2.196 26.011
H -12.402 -2.879 24.630
H -10.799 -2.062 24.409
H -9.744 -2.939 27.108
H -8.516 -3.277 25.785
H -8.960 -4.535 26.960
C -18.347 -10.272 23.865
S -17.204 -9.538 25.040
O -16.123 -10.526 25.262
C -16.527 -8.347 23.877
H -18.961 -11.016 24.366
H -17.773 -10.701 23.043
H -18.974 -9.483 23.446
H -15.990 -8.909 23.110
H -15.776 -7.762 24.404
H -17.317 -7.741 23.439
C -8.097 -10.243 21.679
S -7.386 -8.753 21.010
O -5.971 -9.011 20.682
C -8.275 -8.804 19.461
H -8.136 -11.055 20.951
H -9.107 -10.013 22.024
H -7.520 -10.572 22.540
H -7.941 -9.711 18.954
H -8.099 -7.936 18.834
H -9.339 -8.902 19.681
C -10.766 -10.585 25.387
S -12.391 -10.002 25.890
O -13.134 -9.968 24.614
C -12.926 -11.434 26.816
H -10.913 -11.541 24.873
H -10.038 -10.759 26.177
H -10.442 -9.898 24.607
H -12.229 -11.674 27.618
H -13.105 -12.278 26.152
H -13.876 -11.122 27.250
C -16.253 -6.650 20.189
S -16.231 -5.128 19.243
O -14.879 -4.569 19.439
C -17.372 -4.233 20.287
H -17.168 -7.231 20.049
H -16.188 -6.409 21.250
H -15.407 -7.269 19.904
H -17.690 -3.336 19.759
H -16.983 -3.994 21.277
H -18.256 -4.856 20.452
C -11.310 -7.989 21.446
S -12.827 -7.074 21.746
O -13.936 -8.061 21.705
C -12.548 -6.827 23.518
H -11.188 -8.833 22.126
H -10.467 -7.316 21.620
H -11.400 -8.344 20.421
H -12.189 -7.773 23.915
H -13.506 -6.494 23.906
H -11.800 -6.052 23.693
*
```

Calculated values
- maximum force (Eh/bohr) = 0.0198
- ΔE to the lowest compared entry with this formula, charge and spin (kcal per mole) = 9.4
- DFT total energy (eV) = -90318.8147

=====

5.
Below is a 7-piece molecular cluster, C38H75FNO13S overall at a distorted geometry, with properties calculated with ωB97M-V with the def2-TZVPD basis set.

Structure (ORCA input):
```
! RIJCOSX wB97M-V def2-TZVPD def2/J DEFGRID3
* xyz 1 1
C -0.837 1.272 2.442
C -1.410 2.665 2.130
C -1.989 2.855 0.734
C -1.041 2.663 -0.437
N -0.586 1.295 -0.764
C -1.282 0.256 -1.026
S -3.027 0.114 -1.028
C -0.434 -0.971 -1.309
C -0.931 -1.860 -2.404
F -0.381 -1.651 -0.092
C 0.929 -0.341 -1.582
C 0.879 1.057 -0.960
C 1.817 1.451 0.185
C 2.452 0.339 1.015
C 3.499 0.936 1.967
C 2.935 1.475 3.289
O 2.943 2.887 3.352
C 1.772 3.429 2.788
H -1.163 0.958 3.431
H -1.180 0.504 1.755
H 0.249 1.289 2.479
H -0.686 3.450 2.350
H -2.236 2.838 2.819
H -2.889 2.258 0.644
H -2.299 3.897 0.641
H -1.488 3.063 -1.345
H -0.130 3.225 -0.253
H -3.373 1.055 -1.918
H -1.084 -1.258 -3.298
H -0.181 -2.616 -2.615
H -1.871 -2.328 -2.127
H 1.745 -0.976 -1.260
H 1.063 -0.223 -2.655
H 1.122 1.763 -1.757
H 2.636 2.000 -0.277
H 1.321 2.168 0.836
H 1.703 -0.226 1.571
H 2.950 -0.376 0.364
H 3.982 1.762 1.448
H 4.249 0.183 2.188
H 3.541 1.113 4.115
H 1.918 1.115 3.462
H 1.994 3.816 1.790
H 0.966 2.700 2.711
H 1.408 4.274 3.368
O 1.151 -3.794 -3.659
C 2.157 -4.328 -3.259
O 3.035 -3.573 -2.579
C 4.211 -4.120 -1.954
C 5.358 -4.244 -2.929
C 2.451 -5.774 -3.542
H 3.976 -5.061 -1.455
H 4.460 -3.401 -1.175
H 5.131 -4.938 -3.737
H 6.255 -4.593 -2.419
H 5.576 -3.273 -3.377
H 2.851 -5.855 -4.553
H 1.516 -6.323 -3.493
H 3.140 -6.243 -2.847
O 1.485 -8.153 -1.526
C 0.283 -8.203 -1.518
O -0.315 -9.298 -2.015
C -1.726 -9.524 -1.913
C -2.503 -8.801 -2.993
C -0.554 -7.048 -1.019
H -2.079 -9.271 -0.912
H -1.835 -10.601 -2.022
H -2.392 -7.720 -2.918
H -3.564 -9.040 -2.919
H -2.146 -9.104 -3.978
H -0.644 -6.309 -1.815
H -0.030 -6.601 -0.178
H -1.552 -7.321 -0.691
O -2.174 5.771 0.658
C -2.284 5.942 1.843
O -1.240 5.615 2.626
C -1.212 5.829 4.043
C -1.907 4.708 4.786
C -3.567 6.430 2.471
H -1.614 6.806 4.312
H -0.156 5.841 4.308
H -2.966 4.651 4.532
H -1.824 4.860 5.862
H -1.452 3.750 4.530
H -4.247 5.584 2.565
H -4.014 7.159 1.800
H -3.445 6.892 3.446
O -2.679 -4.950 -2.472
C -3.881 -4.994 -2.439
O -4.501 -6.071 -2.930
C -5.914 -6.286 -2.804
C -6.699 -5.566 -3.879
C -4.675 -3.826 -1.897
H -6.248 -6.025 -1.798
H -6.034 -7.362 -2.910
H -6.579 -4.485 -3.813
H -7.760 -5.799 -3.788
H -6.357 -5.878 -4.865
H -4.756 -3.073 -2.680
H -4.101 -3.414 -1.070
H -5.670 -4.066 -1.531
O 7.473 -1.037 -4.703
C 6.482 -0.493 -5.094
O 5.441 -0.370 -4.238
C 4.259 0.371 -4.533
C 3.254 -0.445 -5.321
C 6.339 -0.013 -6.520
H 4.509 1.313 -5.025
H 3.847 0.623 -3.556
H 3.645 -0.734 -6.296
H 2.340 0.129 -5.480
H 3.003 -1.359 -4.779
H 6.075 -0.866 -7.144
H 7.303 0.369 -6.842
H 5.599 0.772 -6.661
O -3.367 7.564 8.137
C -2.394 8.249 8.003
O -1.691 8.133 6.853
C -0.593 8.982 6.509
C 0.702 8.512 7.138
C -1.905 9.179 9.088
H -0.808 10.025 6.740
H -0.521 8.911 5.424
H 0.659 8.551 8.226
H 1.533 9.135 6.806
H 0.906 7.479 6.853
H -1.343 8.593 9.814
H -2.775 9.601 9.584
H -1.283 9.997 8.736
*
```

Calculated values
- maximum force (Eh/bohr) = 0.0205
- DFT total energy (eV) = -82276.3382

=====

6.
Below is C13H49N15O12 as an isolated structure at a distorted geometry, with properties calculated with ωB97M-V with the def2-TZVPD basis set.

Structure (ORCA input):
```
! RIJCOSX wB97M-V def2-TZVPD def2/J DEFGRID3
* xyz 0 1
C -7.930 -37.087 11.982
O -8.149 -35.883 12.200
N -8.279 -38.072 12.690
N -7.446 -37.528 10.842
H -7.766 -38.905 12.440
H -8.623 -37.848 13.613
H -7.505 -38.520 10.660
H -7.150 -36.880 10.127
C -9.094 -33.663 6.477
O -8.429 -34.608 6.358
N -9.459 -32.809 5.485
N -9.947 -33.453 7.436
H -10.019 -32.017 5.764
H -8.988 -32.956 4.604
H -10.444 -32.575 7.486
H -9.878 -34.012 8.274
C -4.318 -36.237 6.505
O -4.367 -35.483 7.430
N -5.407 -36.708 5.847
N -3.181 -36.738 6.182
H -6.342 -36.424 6.102
H -5.268 -37.389 5.114
H -2.391 -36.127 6.329
H -3.188 -37.054 5.223
C -7.620 -33.537 10.037
O -7.034 -33.526 8.978
N -7.756 -32.515 10.796
N -8.153 -34.628 10.572
H -7.502 -31.660 10.324
H -7.991 -32.595 11.775
H -8.424 -34.712 11.541
H -8.192 -35.486 10.041
C -6.357 -39.328 7.570
O -6.344 -40.486 7.790
N -7.457 -38.639 7.543
N -5.341 -38.652 7.410
H -7.291 -37.643 7.556
H -8.348 -39.020 7.828
H -4.492 -39.160 7.613
H -5.387 -37.686 7.702
C -4.431 -34.722 11.235
O -3.756 -35.737 11.454
N -5.162 -34.550 10.198
N -4.455 -33.746 12.178
H -5.771 -33.753 10.073
H -5.196 -35.151 9.387
H -4.472 -32.806 11.809
H -3.734 -34.001 12.838
C -7.183 -36.161 8.418
O -6.747 -37.013 9.171
N -8.397 -36.048 8.101
N -6.462 -35.257 7.825
H -8.599 -35.414 7.341
H -9.184 -36.523 8.520
H -5.483 -35.222 8.071
H -6.900 -34.367 7.634
C -10.528 -35.240 7.230
O -11.832 -35.926 7.296
C -12.876 -35.212 6.564
C -14.322 -35.795 6.900
N -14.662 -37.159 6.705
C -16.030 -37.543 7.201
C -16.345 -37.219 8.678
O -17.044 -36.035 8.722
C -17.259 -35.433 10.117
H -9.692 -35.857 7.558
H -10.579 -34.258 7.699
H -10.161 -34.966 6.241
H -12.688 -35.369 5.502
H -12.836 -34.126 6.646
H -14.982 -35.100 6.380
H -14.473 -35.585 7.959
H -14.509 -37.218 5.709
H -16.310 -38.586 7.056
H -16.649 -37.085 6.430
H -15.460 -37.112 9.306
H -17.065 -37.888 9.150
H -17.992 -34.652 9.917
H -16.309 -35.093 10.529
H -17.648 -36.118 10.870
O -9.462 -36.265 10.097
H -10.187 -36.864 9.922
H -8.964 -36.688 10.797
O -6.105 -32.466 7.825
H -6.236 -32.916 8.659
H -6.867 -31.894 7.738
O -9.963 -34.266 9.181
H -9.894 -35.049 9.727
H -9.588 -33.566 9.717
*
```

Calculated values
- maximum force (Eh/bohr) = 0.3779
- DFT total energy (eV) = -61164.9249

=====

7.
Below is a 2-piece molecular cluster, CH2BrNO3 overall, with properties calculated with ωB97M-V with the def2-TZVPD basis set.

Structure (ORCA input):
```
! RIJCOSX wB97M-V def2-TZVPD def2/J DEFGRID3
* xyz 0 1
C 0.379 -0.412 0.447
N 0.231 0.920 0.033
O -0.211 1.745 0.808
O 0.618 1.117 -1.127
O 0.883 -1.228 -0.410
Br -3.031 -0.733 0.051
H 0.095 -0.725 1.440
H 1.037 -0.684 -1.242
*
```

Calculated values
- maximum force (Eh/bohr) = 0.0178
- ΔE to the lowest compared entry with this formula, charge and spin (kcal per mole) = 48.0
- DFT total energy (eV) = -78739.1662

=====

Question: Which of these has the lowest maximum force?
Answer: CH2BrNO3

=====

Please write out number 6 again, unchanged.
Below is C13H49N15O12 as an isolated structure at a distorted geometry, with properties calculated with ωB97M-V with the def2-TZVPD basis set.

Structure (ORCA input):
```
! RIJCOSX wB97M-V def2-TZVPD def2/J DEFGRID3
* xyz 0 1
C -7.930 -37.087 11.982
O -8.149 -35.883 12.200
N -8.279 -38.072 12.690
N -7.446 -37.528 10.842
H -7.766 -38.905 12.440
H -8.623 -37.848 13.613
H -7.505 -38.520 10.660
H -7.150 -36.880 10.127
C -9.094 -33.663 6.477
O -8.429 -34.608 6.358
N -9.459 -32.809 5.485
N -9.947 -33.453 7.436
H -10.019 -32.017 5.764
H -8.988 -32.956 4.604
H -10.444 -32.575 7.486
H -9.878 -34.012 8.274
C -4.318 -36.237 6.505
O -4.367 -35.483 7.430
N -5.407 -36.708 5.847
N -3.181 -36.738 6.182
H -6.342 -36.424 6.102
H -5.268 -37.389 5.114
H -2.391 -36.127 6.329
H -3.188 -37.054 5.223
C -7.620 -33.537 10.037
O -7.034 -33.526 8.978
N -7.756 -32.515 10.796
N -8.153 -34.628 10.572
H -7.502 -31.660 10.324
H -7.991 -32.595 11.775
H -8.424 -34.712 11.541
H -8.192 -35.486 10.041
C -6.357 -39.328 7.570
O -6.344 -40.486 7.790
N -7.457 -38.639 7.543
N -5.341 -38.652 7.410
H -7.291 -37.643 7.556
H -8.348 -39.020 7.828
H -4.492 -39.160 7.613
H -5.387 -37.686 7.702
C -4.431 -34.722 11.235
O -3.756 -35.737 11.454
N -5.162 -34.550 10.198
N -4.455 -33.746 12.178
H -5.771 -33.753 10.073
H -5.196 -35.151 9.387
H -4.472 -32.806 11.809
H -3.734 -34.001 12.838
C -7.183 -36.161 8.418
O -6.747 -37.013 9.171
N -8.397 -36.048 8.101
N -6.462 -35.257 7.825
H -8.599 -35.414 7.341
H -9.184 -36.523 8.520
H -5.483 -35.222 8.071
H -6.900 -34.367 7.634
C -10.528 -35.240 7.230
O -11.832 -35.926 7.296
C -12.876 -35.212 6.564
C -14.322 -35.795 6.900
N -14.662 -37.159 6.705
C -16.030 -37.543 7.201
C -16.345 -37.219 8.678
O -17.044 -36.035 8.722
C -17.259 -35.433 10.117
H -9.692 -35.857 7.558
H -10.579 -34.258 7.699
H -10.161 -34.966 6.241
H -12.688 -35.369 5.502
H -12.836 -34.126 6.646
H -14.982 -35.100 6.380
H -14.473 -35.585 7.959
H -14.509 -37.218 5.709
H -16.310 -38.586 7.056
H -16.649 -37.085 6.430
H -15.460 -37.112 9.306
H -17.065 -37.888 9.150
H -17.992 -34.652 9.917
H -16.309 -35.093 10.529
H -17.648 -36.118 10.870
O -9.462 -36.265 10.097
H -10.187 -36.864 9.922
H -8.964 -36.688 10.797
O -6.105 -32.466 7.825
H -6.236 -32.916 8.659
H -6.867 -31.894 7.738
O -9.963 -34.266 9.181
H -9.894 -35.049 9.727
H -9.588 -33.566 9.717
*
```

Calculated values
- maximum force (Eh/bohr) = 0.3779
- DFT total energy (eV) = -61164.9249

=====

Question: Among the records above, which one has the highest maximum force?
Answer: C13H49N15O12

=====

Question: DFT total energy of number 4 (C12H36O6S6)?
Answer: -90318.8147 eV